The following is a DFT calculation (the ωB97M-V functional and the def2-TZVPD basis) of the ion C4H10NO3 with charge +1 at a distorted geometry.

Results
- Charge: +1
- Spin multiplicity: 1
- Orbital gap: 8.1922 eV
- Calculated total energy: -11932.3405 eV
- LUMO: -3.493 eV
- ΔE to the lowest compared entry with this formula, charge and spin: 98.5 kcal/mol

```
18
Properties=species:S:1:pos:R:3:lowdin_charge:R:1
C 0.757 -0.297 -1.449 -0.0796
C -0.745 -0.403 0.623 -0.2014
C -0.293 0.419 -0.566 -0.3061
C 2.198 -0.744 0.358 -0.1320
N -2.229 -0.403 0.608 0.0840
O 1.747 -0.997 -0.763 0.1227
O 0.374 1.701 -0.129 -0.0493
O 2.103 0.375 1.035 0.1567
H 0.139 -1.056 -1.894 0.1425
H 1.120 0.336 -2.202 0.1379
H -0.448 0.083 1.545 0.0655
H -1.281 0.673 -1.170 0.1782
H 2.839 -1.459 0.838 0.1838
H -2.473 -0.601 1.623 0.1892
H -2.509 -1.156 0.026 0.1301
H -2.657 0.516 0.315 0.1657
H -0.139 1.943 0.677 0.1312
H 1.497 1.069 0.525 0.0811
```

The following is a DFT calculation (the ωB97M-V functional and the def2-TZVPD basis) of a structure of composition C3H4N2O.

Results
- Charge: 0
- Spin multiplicity: 1
- Orbital gap: 9.8493 eV
- Calculated total energy: -8200.5372 eV
- LUMO: 0.842 eV
- ΔE to the lowest compared entry with this formula, charge and spin: 77.2 kcal/mol

```
10
Properties=species:S:1:pos:R:3:lowdin_charge:R:1
N -0.467 1.530 -0.862 0.1628
C -0.021 0.532 -0.080 -0.3882
C -0.333 -0.956 -0.055 -0.1392
O -0.575 -1.276 1.328 0.0200
C 0.732 -0.922 0.932 -0.2855
N 0.865 0.556 0.869 0.1380
H -1.158 1.379 -1.575 0.1026
H 0.000 2.422 -0.817 0.1083
H -0.607 -1.667 -0.822 0.1354
H 1.564 -1.598 1.080 0.1458
```

The following is a DFT calculation (the ωB97M-V functional and the def2-TZVPD basis) of the ion C4H11N5 with charge +2 at a distorted geometry.

Results
- Charge: +2
- Spin multiplicity: 1
- Orbital gap: 8.8718 eV
- Calculated total energy: -11757.9998 eV
- LUMO: -8.480 eV
- ΔE to the lowest compared entry with this formula, charge and spin: 32.7 kcal/mol

```
20
Properties=species:S:1:pos:R:3:lowdin_charge:R:1
C -1.585 -0.221 -0.089 -0.2373
C -0.179 -0.188 0.579 -0.2151
C 0.725 0.936 0.091 -0.1961
C 0.157 2.220 -0.308 0.0294
N -2.513 0.614 0.208 -0.0079
N -3.308 1.393 0.332 0.3643
N 2.000 0.755 0.089 0.2928
N -1.967 -1.574 -0.490 0.2159
N 0.362 -1.525 0.446 0.0667
H -0.321 0.044 1.650 0.1891
H -0.496 2.102 -1.178 0.1252
H 0.925 2.955 -0.549 0.1182
H -0.476 2.634 0.482 0.1249
H 0.692 -1.949 1.303 0.1395
H 2.450 -0.109 0.387 0.1630
H -2.160 -1.678 -1.497 0.1861
H -1.052 -2.094 -0.208 0.1437
H -2.770 -1.970 0.024 0.1907
H 2.636 1.505 -0.180 0.1787
H 1.037 -1.648 -0.300 0.1282
```

The following is a DFT calculation (the ωB97M-V functional and the def2-TZVPD basis) of an isolated molecule of C5H10O at a distorted geometry.

Results
- Charge: 0
- Spin multiplicity: 1
- Orbital gap: 10.5207 eV
- SMILES: CCC[C@H]1CO1
- Calculated total energy: -7391.8657 eV
- LUMO: 1.227 eV
- ΔE to the lowest compared entry with this formula, charge and spin: 66.9 kcal/mol

```
16
Properties=species:S:1:pos:R:3:lowdin_charge:R:1
C -1.926 0.900 0.019 -0.1179
C -1.304 -0.421 0.412 -0.2904
C 0.156 -0.247 0.749 -0.1611
C 0.966 -0.007 -0.631 -0.1980
C 2.432 -0.128 -0.567 -0.1537
O 1.642 -1.277 -0.458 -0.1228
H -1.350 1.363 -0.792 0.0688
H -1.907 1.587 0.872 0.0769
H -2.957 0.769 -0.307 0.0686
H -1.366 -1.154 -0.408 0.1175
H -1.836 -0.879 1.254 0.1086
H 0.444 -1.185 1.298 0.1296
H 0.408 0.554 1.436 0.1036
H 0.603 0.136 -1.684 0.1491
H 3.011 -0.284 -1.472 0.1103
H 2.984 0.274 0.281 0.1108
```

The following is a DFT calculation (the ωB97M-V functional and the def2-TZVPD basis) of the ion C5H10N3O with charge +1 at a distorted geometry.

Results
- Charge: +1
- Spin multiplicity: 1
- Orbital gap: 9.1017 eV
- SMILES: C[C@H]1COC=[N+]=NCN1
- Calculated total energy: -11854.6446 eV
- LUMO: -5.544 eV
- ΔE to the lowest compared entry with this formula, charge and spin: 95.4 kcal/mol

```
19
Properties=species:S:1:pos:R:3:lowdin_charge:R:1
C -1.935 -0.352 -0.529 -0.0382
C -0.921 0.196 0.482 -0.2772
C -0.169 -1.086 1.051 -0.0831
O 0.552 -1.772 0.024 0.0323
C 1.444 -1.122 -0.664 -0.0734
N 2.291 -0.191 -0.194 0.1259
N 2.297 0.879 0.347 0.1734
C 1.031 1.729 0.103 -0.1526
N -0.066 1.046 -0.351 0.0127
H -2.471 -1.213 -0.104 0.1014
H -1.510 -0.503 -1.538 0.0983
H -2.735 0.371 -0.681 0.0934
H -1.511 0.629 1.255 0.1469
H 0.617 -0.908 1.933 0.1781
H -0.953 -1.703 1.478 0.1292
H 1.681 -1.564 -1.582 0.1504
H 1.048 2.356 1.000 0.1465
H 1.400 2.322 -0.740 0.1487
H -0.089 0.887 -1.288 0.0872
```

The following is a DFT calculation (the ωB97M-V functional and the def2-TZVPD basis) of a structure of composition C44H33GeN5O2Ti.

Results
- Charge: +2
- Spin multiplicity: 1
- Orbital gap: 6.0880 eV
- Calculated total energy: -137331.8516 eV
- LUMO: -6.649 eV
- ΔE to the lowest compared entry with this formula, charge and spin: 1.5 kcal/mol

```
86
Properties=species:S:1:pos:R:3:lowdin_charge:R:1
Ti -0.751 -1.073 -0.989 1.1989
C -3.210 2.326 -2.340 -0.0086
C -2.789 1.141 -1.736 -0.0934
N -1.541 0.708 -1.830 0.0096
C -0.629 1.409 -2.554 -0.1570
C -0.961 2.631 -3.162 -0.1375
C -2.292 3.072 -3.040 0.0417
C 0.056 3.356 -3.828 -0.0122
C 1.324 2.861 -3.819 -0.0424
C 1.636 1.607 -3.242 0.0087
C 0.658 0.817 -2.682 -0.1856
N 0.736 -0.494 -2.178 -0.0235
C 1.835 -1.342 -2.391 -0.1817
C 2.922 -1.199 -3.222 0.0166
C 3.925 -2.194 -3.292 -0.0356
C 3.850 -3.346 -2.570 -0.0095
C 2.710 -3.571 -1.763 -0.1327
C 2.473 -4.770 -1.064 0.0485
C 1.299 -4.942 -0.375 -0.0037
C 0.365 -3.907 -0.366 -0.0710
N 0.574 -2.752 -0.986 0.0282
C 1.725 -2.572 -1.690 -0.1413
H -4.240 2.636 -2.243 0.1241
H -3.480 0.529 -1.166 0.1259
H -2.584 4.005 -3.506 0.1388
H -0.183 4.298 -4.303 0.1293
H 2.128 3.419 -4.280 0.1233
H 2.667 1.300 -3.260 0.0997
H 3.030 -0.356 -3.880 0.0975
H 4.765 -2.023 -3.952 0.1216
H 4.618 -4.105 -2.632 0.1272
H 3.216 -5.557 -1.092 0.1375
H 1.078 -5.858 0.153 0.1234
H -0.572 -4.015 0.163 0.1174
O -2.141 -1.984 -1.736 -0.1512
C -3.348 -2.445 -1.366 -0.2814
C -4.274 -2.783 -2.345 0.0208
C -5.507 -3.282 -1.962 -0.0223
C -5.829 -3.471 -0.618 -0.0448
C -4.905 -3.159 0.353 -0.0068
C -3.652 -2.627 0.001 -0.1378
C -2.689 -2.373 1.027 -0.0078
N -1.575 -1.753 0.807 -0.0928
N -0.610 -1.774 1.818 0.1460
C 0.283 -0.880 1.598 -0.4070
O 0.071 0.059 0.606 -0.3045
C 1.557 -0.818 2.307 -0.1735
C 1.698 -1.443 3.546 -0.0094
C 2.912 -1.379 4.205 -0.0461
C 3.987 -0.713 3.626 -0.0463
C 3.852 -0.108 2.384 -0.0498
C 2.635 -0.150 1.725 -0.0206
H -4.013 -2.654 -3.386 0.1325
H -6.230 -3.541 -2.724 0.1245
H -6.794 -3.873 -0.343 0.1206
H -5.138 -3.320 1.399 0.1270
H -2.878 -2.736 2.036 0.1552
H 0.855 -1.954 3.991 0.1216
H 3.024 -1.847 5.174 0.1174
H 4.935 -0.671 4.146 0.1170
H 4.695 0.398 1.933 0.1145
H 2.523 0.316 0.754 0.1054
Ge -0.828 1.647 1.376 1.0897
C -0.220 3.115 0.310 -0.3136
C -1.111 4.159 0.068 -0.1140
C -0.678 5.321 -0.557 -0.0628
C 0.647 5.440 -0.949 -0.0559
C 1.540 4.400 -0.723 -0.0655
C 1.111 3.244 -0.091 -0.1024
C -0.288 1.603 3.208 -0.3194
C -1.018 0.866 4.141 -0.1156
C -0.600 0.799 5.461 -0.0629
C 0.551 1.468 5.853 -0.0506
C 1.280 2.214 4.935 -0.0539
C 0.859 2.287 3.618 -0.0903
H -2.290 1.234 1.157 0.0255
H -2.148 4.084 0.377 0.1069
H -1.371 6.135 -0.725 0.1164
H 0.989 6.350 -1.425 0.1178
H 2.573 4.496 -1.030 0.1173
H 1.819 2.443 0.090 0.0969
H -1.919 0.340 3.843 0.1001
H -1.173 0.235 6.185 0.1144
H 0.878 1.417 6.883 0.1170
H 2.168 2.746 5.250 0.1164
H 1.424 2.883 2.909 0.1060
```